1.
Entry from the OMol25 dataset: C38H68BCl3InN6O2P2Si as an isolated structure (ωB97M-V/def2-TZVPD).

Calculated values
Lowest unoccupied orbital energy, eV: -2.97
Net charge: +1
Highest occupied orbital energy, eV: -10.57
Energy relative to the best compared isomer or geometry (same formula, charge and spin), kJ/mol: 245.1

Element x y z (Å)
1 In -0.1633 0.1053 -0.2220
2 C -0.2252 0.6415 4.9360
3 C 0.6232 1.0010 3.7048
4 C 1.8717 1.7351 4.2334
5 C -0.1895 1.8834 2.8036
6 C -0.6733 3.1007 3.2405
7 C -1.5407 3.5653 2.2630
8 C -2.3010 4.8067 2.6714
9 C -3.1564 5.5780 1.6885
10 C -3.1790 4.4582 3.8864
11 N -1.5072 2.6762 1.2414
12 N -0.6831 1.6473 1.5779
13 B -2.4151 2.5961 -0.0305
14 N -1.7941 2.7462 -1.4489
15 N -0.9999 1.7868 -2.0129
16 C -0.9510 2.0159 -3.3344
17 C -1.6977 3.1533 -3.6094
18 C -2.2444 3.5846 -2.4185
19 C -3.2678 4.6868 -2.5463
20 C -3.2962 5.8352 -1.5508
21 C -4.6649 4.0710 -2.6978
22 C -0.3449 1.2925 -4.5106
23 C -0.5598 -0.2143 -4.4968
24 C 1.1179 1.6695 -4.7450
25 N -3.1423 1.2220 -0.0235
26 N -2.5490 0.0646 -0.3885
27 C -3.4943 -0.8788 -0.4768
28 C -4.7229 -0.3116 -0.1552
29 C -4.4648 1.0178 0.1245
30 C -5.4662 2.0132 0.6163
31 C -5.5106 1.9204 2.1458
32 C -6.8499 1.7709 0.0124
33 C -3.2595 -2.2875 -0.9240
34 C -4.1565 -3.2942 -0.1996
35 C -3.5369 -2.3858 -2.4301
36 H 0.3785 0.1011 5.6625
37 H -0.5792 1.5546 5.4099
38 H -1.0927 0.0360 4.6866
39 H 0.9042 0.0974 3.1561
40 H 1.5886 2.4152 5.0344
41 H 2.5749 1.0091 4.6404
42 H 2.3872 2.3339 3.4837
43 H -0.4394 3.6017 4.1578
44 H -1.5178 5.4950 3.0165
45 H -3.9929 4.9793 1.3436
46 H -3.5650 6.4527 2.1909
47 H -2.5608 5.9120 0.8511
48 H -4.0403 3.8766 3.5702
49 H -2.6418 3.8875 4.6383
50 H -3.5332 5.3783 4.3447
51 H -3.1991 3.4619 0.0680
52 H -1.8664 3.5776 -4.5778
53 H -3.0190 5.1446 -3.5109
54 H -3.9310 5.5996 -0.7089
55 H -2.2957 6.0866 -1.2126
56 H -3.7141 6.7096 -2.0435
57 H -4.9481 3.5077 -1.8131
58 H -5.3949 4.8608 -2.8594
59 H -4.6939 3.4028 -3.5549
60 H -0.8981 1.6745 -5.3802
61 H 0.0444 -0.6727 -3.7247
62 H -1.6145 -0.4362 -4.3466
63 H -0.2583 -0.6332 -5.4554
64 H 1.7508 1.3441 -3.9286
65 H 1.4652 1.2043 -5.6644
66 H 1.2168 2.7470 -4.8468
67 H -5.6720 -0.8011 -0.1312
68 H -5.1465 3.0205 0.3422
69 H -5.9330 0.9678 2.4545
70 H -4.5069 1.9961 2.5575
71 H -6.1215 2.7224 2.5508
72 H -7.2782 0.8371 0.3634
73 H -7.5162 2.5748 0.3097
74 H -6.8088 1.7438 -1.0739
75 H -2.2150 -2.5435 -0.7146
76 H -5.1915 -3.1753 -0.5073
77 H -3.8381 -4.3023 -0.4548
78 H -4.1110 -3.1919 0.8809
79 H -4.5901 -2.1974 -2.6264
80 H -2.9570 -1.6581 -2.9938
81 H -3.3028 -3.3842 -2.7899
82 C 0.0822 -2.7361 3.7809
83 P -0.4385 -2.0867 2.1121
84 C -2.1928 -1.7127 2.5531
85 C -0.5008 -3.7360 1.3242
86 C -1.5302 -4.6360 1.5583
87 C -1.4938 -5.9061 1.0131
88 C -0.4028 -6.2902 0.2524
89 C 0.6398 -5.4045 0.0333
90 C 0.6133 -4.1210 0.5708
91 P 1.8867 -2.8246 0.2492
92 C 3.0680 -3.7377 -0.8361
93 C 2.9248 -2.9247 1.7831
94 H -0.6657 -3.4491 4.1298
95 H 0.1625 -1.9275 4.4998
96 H 1.0355 -3.2523 3.7143
97 H -2.6071 -2.4209 3.2675
98 H -2.7983 -1.6841 1.6527
99 H -2.2327 -0.7186 3.0007
100 H -2.3726 -4.3436 2.1647
101 H -2.3071 -6.5940 1.1911
102 H -0.3564 -7.2850 -0.1651
103 H 1.4731 -5.7347 -0.5658
104 H 2.6100 -3.9736 -1.7923
105 H 3.4159 -4.6415 -0.3418
106 H 3.9288 -3.1003 -1.0200
107 H 2.9971 -3.9517 2.1360
108 H 2.5208 -2.2818 2.5602
109 H 3.9222 -2.5679 1.5382
110 O 2.2423 0.9851 1.3489
111 H 1.9090 1.8537 1.5983
112 H 3.0856 0.8519 1.7963
113 C -0.1159 -3.2591 -2.7008
114 O -0.3172 -2.1494 -1.8338
115 H -1.0484 -3.5628 -3.1768
116 H 0.2587 -4.0817 -2.0957
117 H 0.6127 -3.0196 -3.4785
118 H -0.8903 -1.5183 -2.2912
119 Cl 4.0491 -0.4502 -0.2884
120 Si 2.3175 0.1343 -1.1496
121 Cl 2.3908 -0.9193 -2.8595
122 Cl 2.3463 2.1340 -1.4080

These are the Mulliken partial charges, in e, on atoms 1 to 8: number 1, In, carries 2.228; number 2, C, carries -1.848; number 3, C, carries 2.819; number 4, C, carries -1.824; number 5, C, carries -1.043; number 6, C, carries -1.325; number 7, C, carries -0.323; number 8, C, carries 0.573

2.
Entry from the OMol25 dataset: C31H55FeO5SSi as an isolated structure (ωB97M-V/def2-TZVPD).

Calculated values
Lowest unoccupied orbital energy (alpha / beta), eV: 2.09 / -0.65
Net charge: -1
Highest occupied orbital energy (alpha / beta), eV: 0.94 / -6.21
Multiplicity: 5
Energy relative to the best compared isomer or geometry (same formula, charge and spin), kJ/mol: 294.8

Element x y z (Å)
1 O 2.4615 3.3903 -3.5385
2 C 2.7755 3.4832 -4.9357
3 C 4.1049 2.7742 -4.6894
4 H 2.8412 4.5618 -5.1437
5 H 2.0814 2.9589 -5.5900
6 C 3.7321 2.7599 -3.1782
7 H 4.9575 3.3801 -4.9571
8 H 4.1409 1.7643 -5.0950
9 C 4.4756 3.5961 -2.1579
10 H 4.8381 4.5570 -2.5535
11 H 5.3300 2.9938 -1.8114
12 H 3.8489 3.7715 -1.2537
13 C 3.6141 1.4073 -2.4951
14 H 3.0847 0.6471 -3.0702
15 H 3.1023 1.5250 -1.5192
16 H 4.6270 1.0253 -2.2695
17 Fe 0.3020 0.4211 -0.1301
18 C -1.2153 -0.6235 -0.7457
19 C -1.5549 0.7848 -0.6227
20 C -0.6648 1.5221 -1.5055
21 H -2.3666 1.1787 -0.0211
22 C 0.2212 0.5769 -2.1500
23 C -0.1294 -0.7470 -1.7013
24 H 0.3297 -1.6674 -2.0417
25 H -1.7239 -1.4430 -0.2469
26 H -0.7414 2.5689 -1.7482
27 H 0.9078 0.7994 -2.9595
28 C 0.2789 -0.6293 1.5160
29 C 1.4384 -0.9808 0.7004
30 C 2.2034 0.2221 0.4633
31 H 1.7047 -1.9829 0.3720
32 C 1.5250 1.3266 1.1423
33 C 0.3287 0.7966 1.7764
34 H -0.3733 1.3442 2.3884
35 H -0.5050 -1.2984 1.9040
36 H 3.1745 0.2725 -0.0303
37 H 1.8977 2.3406 1.2556
38 O 1.7612 4.8506 -1.4572
39 C 2.5299 5.9003 -2.1418
40 C 1.6422 7.0519 -2.6228
41 H 3.0555 5.4188 -2.9898
42 H 3.2972 6.3503 -1.4881
43 C 0.2532 6.6880 -2.0835
44 H 1.6627 7.1753 -3.7135
45 H 1.9950 7.9777 -2.1603
46 C 0.4080 5.3192 -1.4169
47 H -0.4982 6.6450 -2.8694
48 H -0.0748 7.4201 -1.3463
49 H -0.2023 4.5717 -1.9429
50 H 0.1140 5.3143 -0.3572
51 C -6.1484 -4.1738 1.2416
52 C -5.9282 -4.0331 2.7417
53 C -6.5152 -2.7091 3.2137
54 C -6.6308 -5.2024 3.4343
55 O -4.5370 -4.1084 3.0784
56 Si -3.1979 -3.3451 2.4528
57 S -3.2532 -1.3563 2.2986
58 O -2.0525 -3.9966 3.4745
59 C -1.6585 -3.7812 4.8371
60 C -0.8432 -2.4939 4.9322
61 C -2.8766 -3.6980 5.7579
62 C -0.7958 -4.9752 5.2545
63 O -2.8547 -4.0358 0.9801
64 C -2.2930 -5.3358 0.7207
65 C -0.7642 -5.2978 0.7702
66 C -2.7677 -6.3646 1.7416
67 C -2.7662 -5.7609 -0.6745
68 H -7.2338 -4.1569 1.0489
69 H -5.7503 -5.1306 0.8707
70 H -5.6868 -3.3462 0.6873
71 H -7.5898 -2.6754 2.9712
72 H -6.4102 -2.6164 4.3012
73 H -6.0030 -1.8675 2.7283
74 H -6.1939 -6.1669 3.1333
75 H -6.5662 -5.1295 4.5277
76 H -7.6948 -5.2066 3.1539
77 H -1.4224 -1.6422 4.5513
78 H -0.5382 -2.2895 5.9712
79 H 0.0765 -2.6025 4.3469
80 H -3.5035 -4.5937 5.6592
81 H -2.5174 -3.6315 6.7981
82 H -3.4955 -2.8162 5.5442
83 H -1.3799 -5.9053 5.1982
84 H 0.0823 -5.0684 4.6014
85 H -0.4433 -4.8400 6.2870
86 H -0.4281 -5.0610 1.7981
87 H -0.3523 -6.2846 0.4828
88 H -0.3767 -4.5356 0.0748
89 H -3.8662 -6.4308 1.7685
90 H -2.3754 -7.3602 1.4682
91 H -2.3921 -6.1240 2.7478
92 H -3.8596 -5.8863 -0.6999
93 H -2.4941 -5.0139 -1.4317
94 H -2.3009 -6.7181 -0.9626

These are the Mulliken partial charges, in e, on atoms 1 to 8: number 1, O, carries -0.357; number 2, C, carries -0.481; number 3, C, carries -1.107; number 4, H, carries 0.203; number 5, H, carries 0.267; number 6, C, carries 2.295; number 7, H, carries 0.343; number 8, H, carries 0.339

3.
Entry from the OMol25 dataset: an isolated ion of composition C8H16ClN3 and charge +2 (ωB97M-V/def2-TZVPD).

Calculated values
Lowest unoccupied orbital energy, eV: -9.86
Net charge: +2
Highest occupied orbital energy, eV: -17.92
Energy relative to the best compared isomer or geometry (same formula, charge and spin), kJ/mol: 152.8

Element x y z (Å)
1 C 0.6738 0.2045 -0.8697
2 C -0.8411 1.2066 0.6672
3 C -0.5890 -0.0771 -0.0223
4 C 1.0150 -0.7610 1.7500
5 C -2.9311 -0.9170 -0.0028
6 C 2.9789 1.0955 -0.5584
7 C -0.2366 -1.1408 1.0161
8 C -1.8213 -0.4367 -0.8682
9 N 1.3323 0.5819 1.3257
10 N 1.6794 0.6245 -0.0533
11 N 0.6060 0.2089 -2.1725
12 Cl -0.4661 2.7078 0.0289
13 H -1.5076 1.2282 1.5430
14 H 1.6599 1.2679 1.9794
15 H 1.8573 -1.4386 1.5192
16 H 0.9605 -0.8402 2.8055
17 H -2.7488 -1.8159 0.6157
18 H -3.7530 -1.1875 -0.6693
19 H -3.2169 0.0685 0.4619
20 H 3.5253 1.3998 0.3536
21 H 2.7775 1.9088 -1.2836
22 H 3.2976 0.1779 -1.1819
23 H -1.0591 -1.4154 1.6226
24 H -0.2389 -2.0490 0.4508
25 H -2.3714 0.3350 -1.3441
26 H -1.7796 -1.0824 -1.7553
27 H -0.2335 -0.1166 -2.6207
28 H 1.4307 0.2624 -2.7375

These are the Mulliken partial charges, in e, on atoms 1 to 8: number 1, C, carries 0.044; number 2, C, carries 0.051; number 3, C, carries 1.625; number 4, C, carries -0.869; number 5, C, carries -1.415; number 6, C, carries -0.787; number 7, C, carries -1.255; number 8, C, carries -1.500

4.
Entry from the OMol25 dataset: C27H35BeBr3Cl6CsF2KO6PS as an isolated structure (ωB97M-V/def2-TZVPD).

Calculated values
Lowest unoccupied orbital energy, eV: -6.58
Net charge: +1
Highest occupied orbital energy, eV: -8.69

Element x y z (Å)
1 C -3.3337 1.3989 4.8838
2 C -2.4070 0.2865 4.1803
3 C -3.1714 -1.1397 3.9214
4 Cl -2.4377 -2.3423 5.0914
5 C -2.8948 -1.4869 2.4073
6 C -3.9680 -1.7043 1.3948
7 C -3.6917 -1.9913 -0.0599
8 F -4.7425 -2.1741 -0.9363
9 C -2.2803 -2.0588 -0.5017
10 C -1.1987 -1.8806 0.5344
11 C -1.4353 -1.5991 1.9792
12 C 0.2939 -2.0062 0.0186
13 O 1.1362 -2.6314 0.6276
14 C 0.5593 -1.2936 -1.3742
15 C -0.5393 -1.4742 -2.4226
16 C -0.3501 -0.8758 -3.7806
17 C 0.9133 -0.0876 -4.0419
18 C 1.0357 0.4827 -5.5039
19 Cl 0.7895 -0.9819 -6.5981
20 C -0.1419 1.5109 -5.8173
21 C -0.2354 2.6944 -4.7278
22 C 1.9803 0.1404 -3.0112
23 C 3.2692 0.9980 -3.2721
24 C 4.6395 0.2076 -3.1377
25 C 5.6705 0.9578 -2.1505
26 O 5.2601 0.2818 -4.4557
27 C 1.8075 -0.4963 -1.6420
28 P 3.0223 -0.3469 -0.2079
29 S 4.1832 -1.9252 -0.2965
30 C -1.8230 -2.3017 -1.9928
31 O -2.3697 -3.0897 -2.7644
32 H -2.6292 2.1972 5.2912
33 H -4.0461 1.9448 4.1646
34 H -3.8619 0.9307 5.7993
35 H -2.0838 0.7039 3.1731
36 H -1.4475 0.1422 4.7634
37 H -4.2824 -0.9457 4.1377
38 H -5.0390 -1.6279 1.7552
39 H -0.5163 -1.4472 2.6691
40 H -1.1206 -1.0141 -4.5987
41 H 2.0538 0.8841 -5.7552
42 H -1.0953 0.8932 -5.7880
43 H 0.0314 1.9230 -6.8512
44 H -1.1964 2.5621 -4.1020
45 H 0.6335 2.6124 -4.0150
46 H -0.2181 3.6874 -5.3230
47 H 3.2492 1.8427 -2.5049
48 H 3.2693 1.5284 -4.2769
49 H 4.5264 -0.8797 -2.8584
50 H 6.4009 1.5611 -2.7777
51 H 6.2137 0.2092 -1.4877
52 H 5.1577 1.7014 -1.4688
53 H 6.0206 -0.3266 -4.4992
54 H 2.2152 -0.4865 0.9687
55 H 3.7574 0.8694 -0.2077
56 Be 0.0058 -3.5582 -3.3642
57 C -5.8258 -0.3685 -3.2250
58 O -4.9324 0.5856 -3.4704
59 H -6.6762 -0.4517 -3.9327
60 H -5.4523 -1.4159 -3.2210
61 H -6.3540 -0.3231 -2.2536
62 C 4.2074 0.4758 3.6978
63 Cl 2.6690 0.2861 4.5543
64 Cl 4.8044 2.1362 3.9016
65 Cl 5.3935 -0.6651 4.3494
66 Cl 3.9597 0.1440 1.9598
67 F 0.3096 -3.2011 -7.3145
68 Cs -5.0667 0.5113 6.9752
69 O 7.2723 -3.0725 -1.7283
70 H 6.3754 -2.9204 -1.4051
71 H 7.8081 -3.1010 -0.9272
72 Br 0.8181 1.1207 8.3198
73 C 0.8262 3.0033 7.8200
74 C 0.0483 3.8372 8.8066
75 Br -1.8732 3.6403 8.5375
76 H 0.4368 3.0633 6.8052
77 H 1.8774 3.2926 7.8191
78 H 0.2487 4.8980 8.6551
79 H 0.2506 3.5790 9.8443
80 Br 0.5122 -2.7034 3.7762
81 K -2.3481 3.6753 -4.2613
82 O -7.8655 -2.0834 -1.2567
83 H -8.0549 -2.8042 -0.6449
84 H -6.9068 -2.1170 -1.3687

These are the Mulliken partial charges, in e, on atoms 1 to 8: number 1, C, carries -1.735; number 2, C, carries -0.174; number 3, C, carries 0.041; number 4, Cl, carries -0.070; number 5, C, carries 0.381; number 6, C, carries -1.217; number 7, C, carries -0.111; number 8, F, carries -0.255

Number 1: molar mass 963.025 g/mol, calculated total energy -4535.5973 hartree. Number 2: molar mass 623.774 g/mol, calculated total energy -3541.6844 hartree. Number 3: molar mass 189.690 g/mol, calculated total energy -938.1344 hartree. Number 4: molar mass 1190.053 g/mol, calculated total energy -13557.5195 hartree.